ORCA calculation (the ωB97M-V functional and the def2-TZVPD basis) on a 2-piece molecular cluster, C5H11NO2 overall.

Each line ends with the Mulliken charge.
Element x y z (Å)
H1 -1.9298 -1.6179 0.7105  0.28
N1 -1.2848 -1.2174 1.3952  -0.63
C1 -1.1947 0.0312 1.3383  -0.26
C2 -2.1761 0.9122 0.5091  0.83
O1 -3.0185 0.4525 -0.2167  -0.56
O2 -2.0428 2.2161 0.7675  -0.46
H2 -0.5718 0.5719 2.0403  0.45
H3 -2.6779 2.7381 0.2493  0.36
C3 2.1978 0.0802 0.2403  -1.29
C4 1.0972 0.1554 -0.8083  0.31
C5 0.7183 -1.2219 -1.3319  -1.21
H4 1.8718 -0.5269 1.0826  0.31
H5 2.4572 1.0728 0.6032  0.32
H6 3.0937 -0.3741 -0.1794  0.40
H7 1.4181 0.7917 -1.6367  0.39
H8 0.1719 0.6394 -0.3865  -0.24
H9 -0.0671 -1.1481 -2.0818  0.31
H10 0.3587 -1.8429 -0.5124  0.27
H11 1.5788 -1.7122 -1.7827  0.41

Results
Relative energy (zero: lowest compared OMol25 entry of this formula, charge and spin)   109.42 kJ/mol
Spin multiplicity   1
HOMO-LUMO gap   10.70 eV